# 1
The following is a DFT calculation (ωB97M-V with the def2-TZVPD basis set) of a 2-piece molecular cluster, CH3ClO2 overall at a distorted geometry.

## Properties
Net charge ... 0
2S+1 ... 1
Molar mass ... 82.49 g/mol
Energy above the lowest of the compared OMol25 structures with the same formula, charge and spin ... 0.122 eV
Structure (SMILES) ... O=CCl.O
Orbital gap ... 11.6 eV
Energy ... -17702.39068 eV

Each line ends with the Mulliken charge.
CARTESIAN COORDINATES (ANGSTROEM)
O -2.161 -0.116 1.143  -0.32
C -1.999 -0.849 0.217  0.19
Cl -2.124 -0.273 -1.495  -0.15
H -1.425 -1.830 0.234  0.28
O 2.885 1.137 0.069  -0.65
H 2.795 0.361 -0.528  0.32
H 2.029 1.570 0.361  0.33

---

# 2
The following is a DFT calculation (ωB97M-V with the def2-TZVPD basis set) of an isolated ion of composition CH3ClO2PS and charge -1 at a distorted geometry.

## Properties
Net charge ... -1
2S+1 ... 1
Molar mass ... 145.53 g/mol
Energy above the lowest of the compared OMol25 structures with the same formula, charge and spin ... 0.341 eV
Structure (SMILES) ... CS[P@@](=O)([O-])Cl
Orbital gap ... 8.2 eV
Energy ... -37831.58268 eV

Each line ends with the Mulliken charge.
CARTESIAN COORDINATES (ANGSTROEM)
C 1.348 -0.224 -0.084  -0.89
S -0.037 -1.446 0.094  -0.26
P -1.250 0.392 0.059  0.95
O -1.004 1.026 1.395  -0.66
O -1.072 1.012 -1.281  -0.66
Cl -3.172 -0.412 -0.003  -0.36
H 2.267 -0.876 -0.265  0.27
H 1.510 0.121 1.022  0.26
H 1.409 0.406 -0.936  0.35

---

# 3
The following is a DFT calculation (ωB97M-V with the def2-TZVPD basis set) of an isolated ion of composition CH3ClO2PS and charge -1 at a distorted geometry.

## Properties
Net charge ... -1
2S+1 ... 1
Molar mass ... 145.53 g/mol
Energy above the lowest of the compared OMol25 structures with the same formula, charge and spin ... 0.363 eV
Structure (SMILES) ... CS[P@@](=O)([O-])Cl
Orbital gap ... 8.2 eV
Energy ... -37831.56076 eV

Each line ends with the Mulliken charge.
CARTESIAN COORDINATES (ANGSTROEM)
C -0.180 -0.958 -1.168  -0.90
S 1.069 0.362 -0.837  -0.22
P 0.061 0.832 1.030  0.88
O -1.247 1.488 0.765  -0.64
O 0.321 -0.352 2.073  -0.70
Cl 1.360 2.256 1.678  -0.34
H -1.088 -0.665 -1.655  0.30
H -0.526 -1.261 -0.189  0.26
H 0.231 -1.703 -1.696  0.37

---

# 4
The following is a DFT calculation (ωB97M-V with the def2-TZVPD basis set) of a 2-piece molecular cluster, CH3ClO2S overall at a distorted geometry.

## Properties
Net charge ... 0
2S+1 ... 1
Molar mass ... 114.55 g/mol
Energy above the lowest of the compared OMol25 structures with the same formula, charge and spin ... 0.917 eV
Structure (SMILES) ... O=CO.SCl
Orbital gap ... 9.6 eV
Energy ... -28537.76069 eV

Each line ends with the Mulliken charge.
CARTESIAN COORDINATES (ANGSTROEM)
O 0.894 -0.914 -1.526  -0.53
C 0.670 -0.138 -0.604  0.14
O 0.880 1.172 -0.597  -0.36
H 0.258 -0.356 0.329  0.46
H 1.335 1.287 -1.429  0.31
S -2.856 -0.986 0.143  -0.10
Cl -2.554 0.917 -0.272  -0.10
H -2.984 -0.900 1.538  0.19